# 1
# C38H47N4

2 unconnected molecules or ions with the total composition C38H47N4 in a non-equilibrium geometry (the ωB97M-V functional and the def2-TZVPD basis, the OMol25 dataset).

Geometry as XYZ:
```
89
Properties=species:S:1:pos:R:3
C 0.21259 -8.17016 3.27078
N 0.49625 -7.71367 1.92211
C 1.53164 -8.45988 1.23898
C -0.08703 -6.59849 1.40305
C 0.23211 -6.13494 0.08933
C -0.20048 -4.89345 -0.32942
C -1.05214 -4.09408 0.46411
C -1.47586 -2.81819 -0.01138
C -2.23533 -1.93694 0.74593
C -3.03337 -0.87262 0.26222
C -3.67006 0.04877 1.20990
C -3.27245 0.11719 2.57180
C -4.00120 0.83890 3.51078
C -4.98908 1.76342 3.08101
N -5.57411 2.63637 3.96751
C -5.88680 4.00130 3.60849
C -5.91934 2.26658 5.32085
C -5.32812 1.79863 1.70640
C -4.76871 0.87633 0.83885
C -3.27422 -0.76372 -1.17238
C -3.30273 -1.88752 -2.03156
C -3.47398 -1.74556 -3.40002
C -3.92488 -0.50298 -3.92225
N -4.26499 -0.39016 -5.26031
C -5.40548 0.38252 -5.70662
C -3.32384 -0.74809 -6.29848
C -3.98983 0.61546 -3.06202
C -3.52294 0.49861 -1.76471
C -1.47336 -4.61819 1.71525
C -0.97246 -5.81019 2.19812
H -0.84310 -7.99554 3.50376
H 0.41184 -9.24883 3.32683
H 0.83148 -7.66421 4.02887
H 1.81942 -7.96937 0.30795
H 2.42996 -8.53467 1.87156
H 1.19225 -9.48250 1.01039
H 0.83164 -6.73053 -0.58931
H 0.13702 -4.48271 -1.28781
H -1.17186 -2.56056 -1.02884
H -2.22422 -2.07576 1.82508
H -2.37100 -0.39775 2.89950
H -3.78917 0.76724 4.58120
H -5.48958 4.22275 2.61345
H -6.97304 4.17522 3.61557
H -5.43036 4.68762 4.33844
H -5.74019 1.19622 5.45814
H -5.33171 2.83858 6.05275
H -6.98420 2.48597 5.51632
H -6.09621 2.49895 1.36497
H -5.19978 0.79878 -0.15786
H -3.20686 -2.89438 -1.62645
H -3.38888 -2.60653 -4.07245
H -6.09045 0.54523 -4.86669
H -5.09808 1.35269 -6.12444
H -5.93182 -0.17018 -6.50058
H -2.45189 -1.23922 -5.85087
H -3.79264 -1.42525 -7.02720
H -2.98860 0.15421 -6.83617
H -4.33864 1.57926 -3.44704
H -3.38727 1.40526 -1.17466
H -2.19394 -4.05704 2.30677
H -1.24235 -6.12744 3.21347
C 3.19367 -5.69872 -4.88110
C 3.35412 -4.46927 -5.53389
C 2.48752 -3.40520 -5.24335
C 1.41318 -3.58279 -4.35387
C 0.60031 -2.36872 -3.92475
C 1.18791 -1.62054 -2.72862
C 0.56568 -0.25157 -2.38810
C 0.90640 -0.06164 -0.89814
C 1.26608 -1.44923 -0.35274
N 1.10529 -2.35844 -1.49681
C 1.14762 -4.87163 -3.85698
C 2.08862 -5.89953 -4.04174
H 3.91936 -6.50509 -5.04026
H 4.16439 -4.33015 -6.25760
H 2.63396 -2.43007 -5.71936
H 0.61006 -1.65560 -4.76067
H -0.44163 -2.65054 -3.70619
H 2.26140 -1.42911 -2.94164
H 0.97082 0.54702 -3.01991
H -0.52508 -0.28395 -2.51906
H 1.78064 0.58370 -0.78682
H 0.07147 0.36478 -0.32824
H 2.30799 -1.46846 0.03408
H 0.59328 -1.74953 0.46994
H 1.76357 -3.13852 -1.46758
H 0.20988 -5.07327 -3.32359
H 1.95489 -6.85478 -3.52567
```

Orbital gap, eV: 5.6
E_LUMO, eV: -4.0
Net charge: +1


# 2
# C4H6O2

A single C4H6O2 molecule (the ωB97M-V functional and the def2-TZVPD basis, the OMol25 dataset).

Geometry as XYZ:
```
12
Properties=species:S:1:pos:R:3
C -1.55845 0.12719 0.09342
O -0.76608 0.96335 -0.73474
C 0.43569 0.22954 -0.78510
C 1.48139 0.31294 0.29940
C 0.38450 -0.71316 0.37185
O -0.71111 -0.25988 1.13910
H -1.82312 -0.79665 -0.45263
H -2.43255 0.65919 0.46260
H 0.73187 -0.11741 -1.77055
H 2.49854 0.03376 0.02976
H 1.40601 1.10069 1.04361
H 0.33203 -1.77762 0.16974
```

Orbital gap, eV: 10.9
E_LUMO, eV: 1.1
Net charge: 0
SMILES string: C1O[C@H]2C[C@H]2O1


# 3
# C3H5ClFN

2 unconnected molecules or ions with the total composition C3H5ClFN in a non-equilibrium geometry (the ωB97M-V functional and the def2-TZVPD basis, the OMol25 dataset).

Geometry as XYZ:
```
11
Properties=species:S:1:pos:R:3
C 0.75561 3.70739 0.25704
C 0.97230 2.45839 0.43494
C 0.02088 2.05628 -2.08049
N -0.00754 1.27565 -0.94499
F 0.87209 0.15259 -1.19140
Cl 1.83204 1.40435 1.40061
H 1.01927 4.37906 1.02512
H 0.10114 4.08550 -0.40568
H -0.38086 1.48429 -2.89286
H -0.81916 2.68344 -1.81965
H 0.94644 2.47417 -2.32660
```

Orbital gap (spin up / spin down), eV: 9.7 / 9.7
E_LUMO (spin up / spin down), eV: 0.5 / 0.5
Net charge: 0


Result set for energy above the lowest of the compared OMol25 structures with the same formula, charge and spin: 20.6, 57.8, 106.5 kcal per mole, one per record in the order listed.
Result set for molecular weight: 559.82, 86.09, 109.53 u, one per record in the order listed.